1:
A 2-piece molecular cluster, C2H5NOS overall. Source: the Open Molecules 2025 dataset; level of theory: ωB97M-V/def2-TZVPD.

For the LUMO energy (spin up / spin down), the calculation gives -0.236 / -0.418 eV. The calculation puts the HOMO energy (spin up / spin down) at -8.2 / -7.7 eV.

ORCA input file:
```
! wB97M-V def2-TZVPD RIJCOSX def2/J DEFGRID3
* xyz 0 1
C 0.95648 -1.59003 0.18355
C -0.30147 1.20564 0.43285
N -0.73232 -0.12577 0.40438
O -1.24768 -0.51005 -0.81259
S 1.14657 -2.20048 -1.23736
H 1.32895 -1.70203 1.10436
H 0.33344 1.51187 1.25622
H 0.48862 1.56614 -0.31083
H -1.14460 1.84852 0.52490
H -0.82798 -0.00381 -1.54549
*
```

2:
One molecule with the formula C2H5NOS. Source: the Open Molecules 2025 dataset; level of theory: ωB97M-V/def2-TZVPD.

For the LUMO energy, the calculation gives 0.362 eV. The calculation puts the HOMO energy at -9.7 eV.

ORCA input file:
```
! wB97M-V def2-TZVPD RIJCOSX def2/J DEFGRID3
* xyz 0 1
C 1.00908 0.93861 -0.00959
C 0.56427 -0.43893 0.02197
H 0.33847 1.47562 -0.85504
H 2.04792 0.97378 -0.59197
H 0.70266 1.70714 0.82155
H -0.55983 -1.99926 0.07424
H -2.78691 -0.28393 0.93057
N -0.62251 -0.92413 0.35200
O 1.39193 -1.27850 -0.39615
S -2.08508 -0.17039 -0.34758
*
```

3:
A 2-piece molecular cluster, C2H5NOS overall. Source: the Open Molecules 2025 dataset; level of theory: ωB97M-V/def2-TZVPD.

For the LUMO energy (spin up / spin down), the calculation gives 0.203 / 0.206 eV. The calculation puts the HOMO energy (spin up / spin down) at -8.7 / -7.7 eV.

ORCA input file:
```
! wB97M-V def2-TZVPD RIJCOSX def2/J DEFGRID3
* xyz 0 1
C -1.43848 -0.38487 -0.22249
C 1.54057 -0.78278 -0.03843
N -1.62743 0.94934 -0.47759
O -1.37147 0.45467 0.86690
S 1.54431 0.92731 -0.05957
H -2.18712 -1.15343 -0.28326
H 1.89606 -1.23870 -0.93935
H 1.55385 -1.30327 0.89410
H -0.76672 1.40761 -0.81197
H 0.85643 1.12412 1.07166
*
```

Of them, 3 has the lowest stability.

1:
A 2-piece molecular cluster, C2H5NOS overall. Source: the Open Molecules 2025 dataset; level of theory: ωB97M-V/def2-TZVPD.

For the LUMO energy (spin up / spin down), the calculation gives -1.182 / -1.183 eV. The calculation puts the HOMO energy (spin up / spin down) at -9.1 / -9.1 eV.

ORCA input file:
```
! wB97M-V def2-TZVPD RIJCOSX def2/J DEFGRID3
* xyz 0 1
C 0.29831 0.31621 0.19085
C 1.16430 0.71707 -0.90012
N -1.68210 -0.95299 -0.29951
O -0.77581 -0.53250 2.38044
S 0.37210 0.31299 1.89135
H 1.25982 1.79100 -1.14857
H 2.23218 0.57367 -0.80666
H 0.78325 0.20641 -1.80162
H -1.25989 -1.88659 0.11249
H -2.39216 -0.54528 0.38134
*
```

2:
One molecule with the formula C2H5NOS. Source: the Open Molecules 2025 dataset; level of theory: ωB97M-V/def2-TZVPD.

For the LUMO energy, the calculation gives 0.694 eV. The calculation puts the HOMO energy at -8.4 eV.

ORCA input file:
```
! wB97M-V def2-TZVPD RIJCOSX def2/J DEFGRID3
* xyz 0 1
C 0.32699 1.44659 0.04837
C -0.32053 -1.29502 0.45698
N 1.32451 0.89747 -0.40556
O -1.78241 -0.06330 -1.33215
S -1.37544 0.12400 0.03628
H 0.00660 2.50534 0.27471
H 0.61674 -1.05935 0.04678
H -0.65282 -2.14200 -0.18063
H -0.47464 -1.66208 1.48472
H 2.33099 1.24834 -0.42950
*
```

Of them, 1 has the lowest stability.

1:
C3H6O2 as an isolated structure. Source: the Open Molecules 2025 dataset; level of theory: ωB97M-V/def2-TZVPD.

For the LUMO energy, the calculation gives 0.207 eV. The calculation puts the HOMO energy at -10.4 eV.

ORCA input file:
```
! wB97M-V def2-TZVPD RIJCOSX def2/J DEFGRID3
* xyz 0 1
C 1.52596 0.26359 0.34462
C 0.21570 -0.47581 -0.43889
C -1.11046 0.33859 0.00422
H 2.38017 -0.31654 -0.63878
H 1.84625 -0.26642 1.87160
H 1.39668 1.77686 0.18840
H 0.11406 -0.41791 -1.67199
H 0.07811 -1.79240 -0.21188
H -3.08163 -0.09313 0.40676
O -2.19042 -0.55712 0.27274
O -1.17443 1.54030 -0.12681
*
```

2:
One molecule with the formula C3H6O2. Source: the Open Molecules 2025 dataset; level of theory: ωB97M-V/def2-TZVPD.

For the LUMO energy, the calculation gives 0.932 eV. The calculation puts the HOMO energy at -9.9 eV.

ORCA input file:
```
! wB97M-V def2-TZVPD RIJCOSX def2/J DEFGRID3
* xyz 0 1
O 2.21358 0.99755 0.00361
C 1.09787 0.26122 -0.33934
C -2.01856 -0.23851 -0.04762
C -0.87250 -0.62629 0.49376
O 0.16332 0.24759 0.73246
H 2.69849 0.51763 0.68688
H 0.63223 0.74966 -1.20059
H 1.34888 -0.77820 -0.61727
H -2.82387 -0.94437 -0.22441
H -2.17555 0.80054 -0.32652
H -0.66767 -1.66605 0.76985
*
```

Of them, 1 has the lowest stability.

1:
One molecule with the formula C3H6O2. Source: the Open Molecules 2025 dataset; level of theory: ωB97M-V/def2-TZVPD.

For the LUMO energy, the calculation gives 0.944 eV. The calculation puts the HOMO energy at -9.2 eV.

ORCA input file:
```
! wB97M-V def2-TZVPD RIJCOSX def2/J DEFGRID3
* xyz 0 1
C 1.08044 1.11161 -0.23633
C 1.10234 -0.20296 -0.43779
O 0.06549 -1.08954 -0.40593
C -1.21207 -0.60639 -0.06139
O -1.23134 0.02455 1.18208
H 0.17995 1.66656 -0.00272
H 2.01717 1.65627 -0.27662
H 2.02327 -0.74320 -0.63727
H -0.60311 -0.44385 1.74894
H -1.57476 0.12785 -0.79336
H -1.84737 -1.50088 -0.07960
*
```

2:
A 2-piece molecular cluster, C3H6O2 overall. Source: the Open Molecules 2025 dataset; level of theory: ωB97M-V/def2-TZVPD.

For the LUMO energy, the calculation gives 0.227 eV. The calculation puts the HOMO energy at -8.5 eV.

ORCA input file:
```
! wB97M-V def2-TZVPD RIJCOSX def2/J DEFGRID3
* xyz 0 1
O 1.65962 -0.81755 1.43181
C 1.62335 -2.02231 1.19605
H 0.98643 -2.56270 1.86745
H 2.37232 -2.54969 0.70021
C -1.97112 1.35507 -0.78131
C -0.64182 0.92561 -0.84923
O 0.25404 1.25277 0.11466
H -2.53140 1.12123 -1.59576
H -2.47179 1.98928 -0.00485
H -0.34243 0.63032 -1.91372
H 1.06280 0.67796 -0.16533
*
```

3:
One molecule with the formula C3H6O2. Source: the Open Molecules 2025 dataset; level of theory: ωB97M-V/def2-TZVPD.

For the LUMO energy, the calculation gives 0.894 eV. The calculation puts the HOMO energy at -9.6 eV.

ORCA input file:
```
! wB97M-V def2-TZVPD RIJCOSX def2/J DEFGRID3
* xyz 0 1
O 0.67818 1.45092 0.45771
C 0.51101 0.42535 -0.48466
C 0.39158 -0.99702 -0.01919
C -0.82877 -0.24556 -0.46069
O -1.57609 0.07631 0.67369
H 1.36097 1.16413 1.07619
H 0.97888 0.64450 -1.44512
H 0.10430 -1.07627 1.01954
H 0.90620 -1.81045 -0.52031
H -1.42116 -0.47682 -1.33874
H -1.10508 0.84492 1.04157
*
```

Of them, 2 has the lowest stability.

1:
One molecule with the formula C3H6O2. Source: the Open Molecules 2025 dataset; level of theory: ωB97M-V/def2-TZVPD.

For the LUMO energy, the calculation gives 0.963 eV. The calculation puts the HOMO energy at -9.6 eV.

ORCA input file:
```
! wB97M-V def2-TZVPD RIJCOSX def2/J DEFGRID3
* xyz 0 1
C -1.34542 -0.75072 0.03518
C 0.31337 0.88147 -0.13048
C 1.60848 0.07232 -0.04308
H -2.13288 -1.18240 -0.62368
H -1.85517 -0.33731 0.91085
H -0.62889 -1.52859 0.36695
H 0.56646 1.80475 -0.66462
H 0.07167 1.20600 0.91068
H 2.46363 0.64555 0.34830
O -0.75747 0.27098 -0.71589
O 1.69623 -1.08206 -0.39423
*
```

2:
A 2-piece molecular cluster, C3H6O2 overall. Source: the Open Molecules 2025 dataset; level of theory: ωB97M-V/def2-TZVPD.

For the LUMO energy, the calculation gives 0.795 eV. The calculation puts the HOMO energy at -10.1 eV.

ORCA input file:
```
! wB97M-V def2-TZVPD RIJCOSX def2/J DEFGRID3
* xyz 0 1
C -1.24825 -0.67740 -1.38676
C -1.55044 -1.28670 -0.24595
H -1.68983 0.25685 -1.58750
H -0.57931 -1.12508 -2.10737
H -2.28706 -0.80888 0.41298
H -0.94846 -2.08086 0.37898
O 1.18304 2.09141 -0.06818
C 1.82103 1.56194 0.81111
O 1.81769 0.14472 0.86637
H 2.43285 2.02018 1.58264
H 1.04874 -0.09619 1.34369
*
```

Of them, 2 has the lowest stability.

1:
One molecule with the formula C3H6O2. Source: the Open Molecules 2025 dataset; level of theory: ωB97M-V/def2-TZVPD.

For the LUMO energy, the calculation gives 0.595 eV. The calculation puts the HOMO energy at -9.6 eV.

ORCA input file:
```
! wB97M-V def2-TZVPD RIJCOSX def2/J DEFGRID3
* xyz 0 1
C -1.04308 -1.32142 0.65402
C 0.20745 0.94442 -0.15515
C 0.22584 -0.89574 -0.03077
O -1.12523 -1.35246 1.85792
O 1.31090 -1.06636 0.79377
H -1.80450 -1.72271 0.00870
H -0.46715 1.21619 0.63073
H 0.06577 0.98714 -1.27213
H 1.22942 1.15225 0.05664
H 0.22646 -1.44389 -0.94810
H 0.96059 -0.99740 1.63229
*
```

2:
One molecule with the formula C3H6O2. Source: the Open Molecules 2025 dataset; level of theory: ωB97M-V/def2-TZVPD.

For the LUMO energy, the calculation gives 0.809 eV. The calculation puts the HOMO energy at -10.2 eV.

ORCA input file:
```
! wB97M-V def2-TZVPD RIJCOSX def2/J DEFGRID3
* xyz 0 1
O -1.45004 0.85903 -0.21569
C -1.00466 -0.35339 0.34551
C 0.44372 -0.69673 -0.07672
C 1.21355 0.56238 -0.38605
O 1.17492 1.55038 0.31467
H -0.85578 1.54563 0.12843
H -1.67848 -1.13379 -0.01934
H -1.08589 -0.33972 1.44099
H 0.47940 -1.35743 -0.94767
H 0.96575 -1.21138 0.74057
H 1.79751 0.57501 -1.32469
*
```

Of them, 1 has the lowest stability.